# C4H8N2O

2 unconnected molecules or ions with the total composition C4H8N2O in a non-equilibrium geometry (ωB97M-V with the def2-TZVPD basis set, the Open Molecules 2025 dataset).

- HOMO energy (Eh) = -0.3003
- structure (SMILES) = Cc1c[nH]cn1.O
- 2S+1 = 1
- total energy (eV) = -9304.99226
- frontier orbital gap (eV) = 8.9
- energy above the lowest of the compared OMol25 structures with the same formula, charge and spin (kcal per mole) = 32.3

CARTESIAN COORDINATES (ANGSTROEM)
H -0.1513 -3.1718 1.0855
H 2.0678 0.7125 1.4254
H -2.6414 0.3478 -1.0386
H -0.1471 -0.3496 -2.1213
C 0.1197 0.1250 -1.1930
H 1.1307 -2.5983 0.8290
O 0.2100 -2.4308 0.5770
H -2.5633 0.5447 0.7359
H 2.2396 -0.0407 -1.0708
N 0.0262 1.0487 0.8867
C 1.3009 0.6859 0.6203
C -0.6830 0.5892 -0.1762
N 1.3609 0.1553 -0.6221
H -2.2113 1.9355 -0.3006
C -2.1635 0.8514 -0.2164


# C4H8N2O

C4H8N2O in the gas phase in a non-equilibrium geometry (ωB97M-V with the def2-TZVPD basis set, the Open Molecules 2025 dataset).

- HOMO energy (Eh) = -0.3589
- structure (SMILES) = [H]/N=C(OC)/C(C)=N/[H]
- 2S+1 = 1
- total energy (eV) = -9303.50011
- frontier orbital gap (eV) = 10.7
- energy above the lowest of the compared OMol25 structures with the same formula, charge and spin (kcal per mole) = 66.7

CARTESIAN COORDINATES (ANGSTROEM)
H 2.9978 0.3740 -0.6317
N -0.5462 -1.3860 0.1169
C -2.4969 0.6139 -0.3092
O -1.1935 0.8934 -0.0869
H -2.7181 0.6358 -1.3701
C 2.2139 -0.3489 -0.5372
H -2.5928 -0.4399 0.1776
H -1.5704 -1.6312 0.0124
H 1.7618 -0.7904 -1.4584
C -0.3354 -0.1310 0.0584
H 2.3777 0.8210 1.8035
H 2.6814 -1.0995 0.0953
C 1.1576 0.3311 0.3783
N 1.3961 0.8928 1.4871
H -3.1330 1.2650 0.2639


# C4H8N2O

A molecular structure, C4H8N2O in a non-equilibrium geometry (ωB97M-V with the def2-TZVPD basis set, the Open Molecules 2025 dataset).

- HOMO energy (Eh) = -0.3577
- 2S+1 = 1
- total energy (eV) = -9302.11156
- frontier orbital gap (eV) = 10.2
- energy above the lowest of the compared OMol25 structures with the same formula, charge and spin (kcal per mole) = 98.7

CARTESIAN COORDINATES (ANGSTROEM)
H 2.4729 -0.3058 -1.1450
H -0.3762 -0.1023 1.5170
C 0.4327 -0.5251 -0.4536
C -0.7381 -0.0537 0.4552
H 0.0790 -0.4315 -1.4798
H 0.6159 -1.5777 -0.2224
H -2.9629 -1.4648 -0.2517
O 2.3745 -0.0043 0.9078
H 3.2252 0.4519 0.9515
C 1.8219 0.1702 -0.3827
H -2.9738 -0.2418 0.7969
C -1.2508 1.2870 0.1541
H 1.7644 1.2359 -0.6533
N -2.4878 -0.5570 -0.0407
N -1.9967 2.1189 -0.1534


# C4H8N2O

2 unconnected molecules or ions with the total composition C4H8N2O (ωB97M-V with the def2-TZVPD basis set, the Open Molecules 2025 dataset).

- HOMO energy (Eh) = -0.2986
- 2S+1 = 1
- total energy (eV) = -9300.50731
- frontier orbital gap (eV) = 7.7
- energy above the lowest of the compared OMol25 structures with the same formula, charge and spin (kcal per mole) = 135.7

CARTESIAN COORDINATES (ANGSTROEM)
O 2.7393 -1.0116 0.6201
H 1.2681 -1.9486 -1.1614
N -0.4247 0.6544 0.6234
H -1.1753 2.0558 -0.8919
H -0.2920 -0.2206 -1.9246
H 0.8681 0.1270 2.1510
H -2.4529 0.0765 1.1839
C 0.9212 0.4126 1.1004
C -1.7177 -0.0112 0.3878
H -0.7840 0.2253 -2.3169
C 1.5895 -0.7482 0.2697
C -1.1659 1.2116 -0.2189
N 0.7732 -1.2195 -0.6480
H 1.4926 1.3376 0.9972
H -1.6395 -0.9411 -0.1718


# C4H8N2O

2 unconnected molecules or ions with the total composition C4H8N2O in a non-equilibrium geometry (ωB97M-V with the def2-TZVPD basis set, the Open Molecules 2025 dataset).

- HOMO energy (Eh) = -0.3301
- structure (SMILES) = Cc1cnc[nH]1.O
- 2S+1 = 1
- total energy (eV) = -9304.27318
- frontier orbital gap (eV) = 9.6
- energy above the lowest of the compared OMol25 structures with the same formula, charge and spin (kcal per mole) = 48.9

CARTESIAN COORDINATES (ANGSTROEM)
N 0.0800 1.2407 -1.9999
H -0.6941 -0.7192 -1.7617
H 0.5738 2.1508 0.9873
C 0.1814 2.2227 -1.1059
C -0.4287 0.1556 -1.2061
C -0.5459 0.4798 0.1071
H 0.5148 -3.5228 -0.5185
N -0.1229 1.8343 0.2676
H 0.3429 3.2312 -1.2528
C -0.6668 -0.2340 1.4119
H 1.4926 -2.3897 -0.1629
H -1.5066 -0.9189 1.3216
H 0.2895 -0.7140 1.7704
O 1.4195 -3.3039 -0.1769
H -0.9296 0.4875 2.3187


# C4H8N2O

2 unconnected molecules or ions with the total composition C4H8N2O in a non-equilibrium geometry (ωB97M-V with the def2-TZVPD basis set, the Open Molecules 2025 dataset).

- HOMO energy (Eh) = -0.2846
- structure (SMILES) = C=C=CN.NC=O
- 2S+1 = 1
- total energy (eV) = -9302.22155
- frontier orbital gap (eV) = 8.3
- energy above the lowest of the compared OMol25 structures with the same formula, charge and spin (kcal per mole) = 96.2

CARTESIAN COORDINATES (ANGSTROEM)
H -0.8936 0.0398 -2.0318
C 0.0952 1.3879 0.5867
H -2.1776 -2.4473 0.1155
H 1.4570 -0.9880 -0.6140
H 1.8659 2.3893 0.5951
N 0.0154 -0.4239 -2.0439
O -0.5677 2.1327 -0.1255
C -0.5100 -1.2211 0.1087
H -1.6116 -1.8348 1.7745
H 1.7933 1.0977 1.7514
H -0.4004 0.5943 1.2600
C -1.4611 -1.8823 0.7031
C 0.3979 -0.8100 -0.7690
N 1.3098 1.7488 1.1478
H 0.6875 0.2167 -2.4585


# C4H8N2O

C4H8N2O in the gas phase (ωB97M-V with the def2-TZVPD basis set, the Open Molecules 2025 dataset).

- HOMO energy (Eh) = -0.3327
- structure (SMILES) = NC(=O)CN1CC1
- 2S+1 = 1
- total energy (eV) = -9304.21820
- frontier orbital gap (eV) = 10.0
- energy above the lowest of the compared OMol25 structures with the same formula, charge and spin (kcal per mole) = 50.2

CARTESIAN COORDINATES (ANGSTROEM)
C -0.1978 -0.5201 1.6527
H -1.6455 0.3977 0.5128
N -1.4743 -0.2582 1.2542
H -1.3494 1.1107 -0.9459
H 1.5045 0.6794 1.3045
C 0.1771 -0.2241 -1.7342
H -2.2150 -0.4456 1.9165
C 0.9388 -0.0620 0.7270
H -0.5075 -1.0574 -1.5580
H -0.0506 2.0312 -1.8272
H 1.6098 -0.9253 0.6498
C -0.3177 1.1172 -1.3004
O 0.0640 -1.0890 2.6949
H 0.8073 -0.3480 -2.6104
N 0.7618 0.4551 -0.6185


# C4H8N2O

C4H8N2O in the gas phase in a non-equilibrium geometry (ωB97M-V with the def2-TZVPD basis set, the Open Molecules 2025 dataset).

- HOMO energy (Eh) = -0.3016
- structure (SMILES) = C/C=C(\N)[C@@H]1NO1
- 2S+1 = 1
- total energy (eV) = -9302.29097
- frontier orbital gap (eV) = 9.2
- energy above the lowest of the compared OMol25 structures with the same formula, charge and spin (kcal per mole) = 94.6

CARTESIAN COORDINATES (ANGSTROEM)
H 1.1826 -1.5873 0.9645
O -1.9936 1.3830 0.8048
H -2.2150 -0.6808 0.9027
C 0.6141 0.4303 -0.5604
N 0.1940 -1.3896 0.9946
N -2.1924 1.0661 -0.5745
H -3.1744 0.7961 -0.6920
H 2.1909 -0.6628 -1.5182
H 0.1542 1.1907 -1.1695
H 2.5686 -0.1520 0.1329
C -1.6049 0.1138 0.4660
C 2.0632 0.1452 -0.7900
C -0.1761 -0.2367 0.2913
H -0.1718 -1.4468 1.9345
H 2.5605 1.0307 -1.1868


Repeat the seventh record exactly.
# C4H8N2O

C4H8N2O in the gas phase (ωB97M-V with the def2-TZVPD basis set, the Open Molecules 2025 dataset).

- HOMO energy (Eh) = -0.3327
- structure (SMILES) = NC(=O)CN1CC1
- 2S+1 = 1
- total energy (eV) = -9304.21820
- frontier orbital gap (eV) = 10.0
- energy above the lowest of the compared OMol25 structures with the same formula, charge and spin (kcal per mole) = 50.2

CARTESIAN COORDINATES (ANGSTROEM)
C -0.1978 -0.5201 1.6527
H -1.6455 0.3977 0.5128
N -1.4743 -0.2582 1.2542
H -1.3494 1.1107 -0.9459
H 1.5045 0.6794 1.3045
C 0.1771 -0.2241 -1.7342
H -2.2150 -0.4456 1.9165
C 0.9388 -0.0620 0.7270
H -0.5075 -1.0574 -1.5580
H -0.0506 2.0312 -1.8272
H 1.6098 -0.9253 0.6498
C -0.3177 1.1172 -1.3004
O 0.0640 -1.0890 2.6949
H 0.8073 -0.3480 -2.6104
N 0.7618 0.4551 -0.6185